Below is a cluster of 2 separate species, C2H6NO3 in total at a distorted geometry, with properties calculated with ωB97M-V/def2-TZVPD.

Properties
Highest occupied orbital energy in eV: -4.41
LUMO energy in eV: 4.4
Net charge: -1
Gap between HOMO and LUMO in eV: 8.79
Electronic energy in eV: -9804.577
Energy relative to the best compared isomer or geometry (same formula, charge and spin) in kcal per mole: 37.4

Last column: Mulliken charge in e.
Geometry (Å):
1 O 1.019 1.454 -0.287  -0.69
2 C 1.034 0.202 -0.168  0.48
3 O 1.376 -0.434 0.911  -0.75
4 C 0.075 -0.552 -1.104  -0.67
5 N -0.914 -1.640 -0.795  -0.66
6 H -0.357 0.208 -1.817  0.36
7 H 0.762 -0.897 -1.785  0.38
8 H -1.784 -1.281 -0.269  0.26
9 H -0.345 -2.241 -0.112  0.30
10 H 0.005 2.413 1.718  0.32
11 H -0.211 0.944 1.645  0.36
12 O -0.659 1.822 2.063  -0.71